{"formula": "C4H15N2O", "method": "ωB97M-V/def2-TZVPD", "elements": ["N", "C", "C", "N", "C", "C", "H", "H", "H", "H", "H", "H", "H", "H", "H", "H", "H", "H", "H", "H", "H", "O"], "coordinates": [[-0.59, 0.88, 0.86], [-0.92, -0.51, 1.32], [-1.65, -1.17, 0.16], [-1.05, -0.70, -1.09], [0.20, -1.41, -1.44], [1.13, -0.49, -2.22], [-0.21, 0.70, -0.08], [-0.01, 1.49, 1.44], [-1.36, 1.48, 0.55], [0.04, -0.97, 1.54], [-1.49, -0.40, 2.23], [-2.70, -0.92, 0.23], [-1.62, -2.25, 0.25], [-1.70, -0.93, -1.83], [0.03, -2.40, -1.87], [0.73, -1.71, -0.53], [0.52, 0.16, -2.85], [1.64, 0.14, -1.52], [1.81, -0.98, -2.91], [3.03, 2.47, 2.40], [1.99, 3.50, 2.47], [2.23, 2.74, 1.92]], "nbo_charge": [-0.70, -0.22, -0.25, -0.67, -0.24, -0.62, 0.47, 0.46, 0.43, 0.23, 0.24, 0.22, 0.22, 0.40, 0.21, 0.18, 0.22, 0.20, 0.24, 0.48, 0.48, -0.96], "e_lumo_ev": -2.970, "max_force_ha_per_bohr": 0.0275, "charge": 1, "multiplicity": 1, "orbital_gap_ev": 10.9, "relative_energy_ev": 1.185}

{"formula": "C8H15IN4", "method": "ωB97M-V/def2-TZVPD", "elements": ["C", "C", "C", "C", "C", "C", "C", "C", "N", "N", "N", "N", "I", "H", "H", "H", "H", "H", "H", "H", "H", "H", "H", "H", "H", "H", "H", "H"], "coordinates": [[-1.88, 0.59, -1.74], [-2.03, 0.90, -0.47], [0.30, -0.25, -1.69], [0.38, -0.75, 2.71], [-1.05, -0.37, 2.88], [-0.51, -0.62, 1.53], [-0.41, 0.47, 0.58], [2.55, -1.15, -2.29], [-0.89, -0.08, -2.24], [0.54, 0.05, -0.42], [1.24, -0.70, -2.49], [-0.15, 1.90, 1.08], [-3.59, 1.58, 0.71], [-2.74, 0.71, -2.30], [1.14, -0.06, 3.13], [0.65, -1.73, 3.15], [-1.71, -1.24, 3.23], [-1.39, 0.70, 3.11], [-0.55, -1.59, 1.13], [2.74, -1.35, -1.26], [3.39, -0.47, -2.50], [2.82, -2.02, -2.83], [-1.01, -0.46, -3.21], [1.43, -0.13, 0.05], [1.07, -0.57, -3.45], [-0.85, 2.16, 1.81], [-0.25, 2.61, 0.25], [0.76, 1.86, 1.52]], "nbo_charge": [-0.11, -0.24, 0.70, -0.46, -0.39, -0.36, 0.35, -0.45, -0.54, -0.61, -0.51, -0.74, 0.36, 0.27, 0.24, 0.28, 0.27, 0.22, 0.28, 0.21, 0.24, 0.26, 0.46, 0.44, 0.42, 0.47, 0.49, 0.45], "e_lumo_ev": -6.666, "max_force_ha_per_bohr": 0.1171, "charge": 2, "multiplicity": 1, "orbital_gap_ev": 9.1, "relative_energy_ev": 0.000}

{"formula": "C28H30BCaFN9O", "method": "ωB97M-V/def2-TZVPD", "elements": ["Ca", "C", "C", "C", "C", "C", "C", "H", "H", "H", "H", "H", "H", "C", "C", "N", "N", "C", "B", "N", "C", "C", "C", "N", "N", "C", "C", "C", "N", "N", "C", "C", "C", "N", "H", "H", "H", "H", "H", "H", "H", "H", "H", "H", "H", "H", "N", "C", "O", "C", "C", "H", "H", "H", "H", "H", "H", "F", "C", "C", "C", "C", "C", "C", "C", "H", "H", "H", "H", "H", "H"], "coordinates": [[-0.08, 1.01, -0.27], [-4.56, 0.74, -0.66], [-4.66, 1.60, 0.42], [-4.45, 1.11, 1.70], [-4.16, -0.23, 1.90], [-4.07, -1.08, 0.82], [-4.26, -0.60, -0.46], [-4.74, 1.12, -1.66], [-4.92, 2.64, 0.27], [-4.53, 1.78, 2.55], [-4.03, -0.61, 2.90], [-3.86, -2.13, 0.97], [-4.21, -1.27, -1.31], [2.83, -2.10, 0.41], [1.53, -1.65, 0.66], [1.07, -1.00, -0.40], [2.03, -1.00, -1.32], [3.11, -1.66, -0.86], [1.92, -0.22, -2.64], [2.29, 1.24, -2.32], [3.00, 2.14, -3.02], [3.01, 3.32, -2.31], [2.25, 3.05, -1.17], [1.82, 1.80, -1.20], [0.46, -0.26, -3.13], [0.00, -0.78, -4.28], [-1.36, -0.59, -4.31], [-1.65, 0.07, -3.12], [-0.54, 0.26, -2.42], [2.84, -0.87, -3.66], [2.91, -2.20, -3.92], [3.84, -2.39, -4.91], [4.30, -1.10, -5.21], [3.68, -0.20, -4.47], [3.47, -2.66, 1.07], [0.92, -1.78, 1.53], [3.99, -1.79, -1.46], [3.47, 1.87, -3.94], [3.50, 4.24, -2.58], [2.01, 3.70, -0.34], [0.65, -1.24, -5.00], [-2.04, -0.89, -5.09], [-2.59, 0.42, -2.74], [2.32, -2.91, -3.38], [4.16, -3.32, -5.35], [5.03, -0.80, -5.93], [1.14, 3.40, 2.98], [0.40, 2.71, 2.09], [0.76, 1.61, 1.71], [-0.88, 3.38, 1.64], [-1.20, 3.08, 0.18], [1.98, 3.00, 3.35], [0.87, 4.32, 3.28], [-0.82, 4.46, 1.86], [-1.67, 2.97, 2.28], [-0.67, 3.82, -0.44], [-2.27, 3.24, 0.02], [0.10, -4.06, 6.83], [-0.22, -3.28, 5.77], [-0.52, -3.87, 4.55], [-0.85, -3.07, 3.49], [-0.89, -1.65, 3.60], [-1.23, -0.85, 2.53], [-0.57, -1.10, 4.88], [-0.24, -1.90, 5.94], [-0.50, -4.94, 4.47], [-1.09, -3.52, 2.53], [-1.29, 0.22, 2.64], [-1.46, -1.27, 1.57], [-0.57, -0.02, 4.99], [0.00, -1.48, 6.91]], "lowdin_charge": [1.31, -0.10, -0.10, -0.09, -0.12, -0.11, -0.10, 0.10, 0.11, 0.10, 0.10, 0.10, 0.10, -0.04, -0.14, -0.07, -0.01, -0.06, -0.66, 0.01, -0.06, -0.05, -0.14, -0.08, 0.01, -0.06, -0.05, -0.14, -0.07, -0.02, -0.11, -0.06, -0.15, 0.06, 0.09, 0.08, 0.13, 0.09, 0.09, 0.11, 0.12, 0.09, 0.09, 0.13, 0.09, 0.10, 0.18, -0.57, -0.12, -0.27, -0.32, 0.12, 0.10, 0.10, 0.11, 0.00, -0.02, 0.05, -0.27, -0.01, -0.03, -0.31, 0.04, -0.02, -0.01, 0.12, 0.12, 0.06, 0.06, 0.11, 0.12], "e_lumo_ev": [0.506, -0.687], "max_force_ha_per_bohr": 0.0302, "s_squared": 0.79, "multiplicity": 2, "orbital_gap_ev": [7.3, 6.1], "relative_energy_ev": 0.659}

{"formula": "C21H43GaN2P3Se", "method": "ωB97M-V/def2-TZVPD", "elements": ["Ga", "P", "P", "P", "H", "C", "C", "H", "C", "C", "C", "C", "C", "C", "C", "C", "C", "H", "H", "H", "H", "H", "H", "H", "H", "H", "H", "H", "H", "H", "H", "H", "H", "H", "H", "H", "H", "H", "H", "H", "H", "H", "H", "H", "H", "H", "C", "C", "C", "C", "C", "C", "Se", "H", "H", "H", "H", "H", "H", "C", "N", "C", "C", "N", "C", "H", "H", "H", "H", "H", "H"], "coordinates": [[-1.01, 0.44, -0.66], [-1.63, -1.83, 0.48], [1.44, -0.29, 1.52], [1.48, -1.34, -1.59], [-3.23, 4.10, -6.31], [-3.26, 3.13, -6.82], [-3.91, 2.10, -6.21], [-4.56, 2.26, -5.33], [-3.10, -1.59, 1.51], [-0.64, -3.04, 1.43], [-2.24, -2.77, -0.97], [2.69, 1.05, 1.49], [0.85, -0.04, 3.24], [2.57, -1.74, 1.74], [0.87, -1.24, -3.32], [1.73, -3.17, -1.46], [3.22, -0.79, -1.86], [-2.81, 3.17, -7.83], [-3.91, 1.06, -6.56], [-3.65, -0.69, 1.18], [-2.81, -1.46, 2.56], [-3.76, -2.47, 1.42], [-0.27, -2.60, 2.36], [0.22, -3.39, 0.84], [-1.25, -3.91, 1.69], [-2.80, -2.09, -1.61], [-2.91, -3.57, -0.62], [-1.41, -3.20, -1.55], [3.35, 0.96, 2.36], [2.17, 2.02, 1.52], [3.28, 1.01, 0.56], [1.72, -0.09, 3.91], [0.13, -0.82, 3.53], [0.37, 0.94, 3.33], [3.15, -1.63, 2.67], [3.26, -1.82, 0.89], [1.99, -2.67, 1.80], [1.58, -1.78, -3.97], [0.79, -0.19, -3.64], [-0.12, -1.71, -3.39], [2.30, -3.52, -2.33], [0.75, -3.68, -1.45], [2.27, -3.42, -0.54], [3.66, -1.44, -2.62], [3.80, -0.84, -0.93], [3.21, 0.26, -2.21], [0.41, 2.60, -2.95], [-0.93, 2.59, -3.37], [-1.22, 3.11, -4.61], [-0.27, 3.68, -5.45], [1.07, 3.75, -5.00], [1.40, 3.19, -3.76], [1.01, 1.83, -1.35], [-1.50, -0.06, -2.07], [-1.74, 2.14, -2.78], [-2.25, 3.00, -4.92], [-0.60, 4.04, -6.42], [1.87, 4.22, -5.59], [2.44, 3.19, -3.39], [-2.67, 5.09, 1.57], [-2.28, 3.70, 1.51], [-2.40, 2.79, 2.57], [-1.99, 1.58, 2.09], [-1.66, 1.74, 0.73], [-1.84, 3.04, 0.42], [-3.75, 5.19, 1.73], [-2.15, 5.62, 2.39], [-2.43, 5.57, 0.61], [-2.75, 3.05, 3.55], [-1.93, 0.62, 2.58], [-1.68, 3.56, -0.53]], "lowdin_charge": [0.26, 0.75, 0.82, 0.79, 0.06, -0.09, -0.07, 0.07, -0.24, -0.23, -0.24, -0.27, -0.23, -0.24, -0.24, -0.22, -0.25, 0.08, 0.06, 0.06, 0.06, 0.08, 0.03, 0.02, 0.09, 0.05, 0.07, 0.04, 0.08, 0.04, 0.03, 0.08, 0.04, 0.04, 0.08, 0.03, 0.03, 0.08, 0.04, 0.05, 0.08, 0.04, 0.05, 0.08, 0.04, 0.02, -0.58, -0.12, -0.04, 0.04, 0.00, -0.08, 0.91, -0.02, 0.07, 0.05, 0.13, 0.13, 0.12, 0.02, -0.09, 0.02, -0.10, -0.07, -0.10, 0.12, 0.12, 0.11, 0.15, 0.09, 0.15], "e_lumo_ev": [-11.498, -11.956], "max_force_ha_per_bohr": 0.0451, "charge": 3, "multiplicity": 1, "orbital_gap_ev": [4.5, 4.1], "relative_energy_ev": 3.349}

{"formula": "C15H20ClFO2", "method": "ωB97M-V/def2-TZVPD", "elements": ["C", "C", "C", "C", "C", "C", "O", "C", "C", "F", "C", "C", "C", "C", "Cl", "C", "C", "C", "O", "H", "H", "H", "H", "H", "H", "H", "H", "H", "H", "H", "H", "H", "H", "H", "H", "H", "H", "H", "H"], "coordinates": [[-1.56, 2.11, 1.99], [-2.16, 3.40, 1.13], [-1.13, 3.89, -0.06], [-0.35, 2.56, -0.72], [1.16, 2.50, -0.78], [1.75, 1.12, -1.53], [2.72, 1.32, -2.42], [1.02, -0.34, -1.19], [1.79, -1.76, -0.95], [1.40, -2.85, -1.89], [3.42, -1.71, -0.96], [4.03, -1.88, 0.58], [-0.50, -0.25, -1.12], [-1.52, -1.49, -0.87], [-1.72, -2.46, -2.48], [-1.23, -2.43, 0.44], [-2.66, -2.87, 1.19], [-1.21, 1.26, -1.32], [-2.42, 1.37, -1.88], [-0.38, 2.11, 2.04], [-1.98, 2.12, 3.10], [-1.90, 1.08, 1.51], [-2.27, 4.31, 1.88], [-3.22, 3.09, 0.69], [-0.34, 4.70, 0.31], [-1.80, 4.44, -0.87], [1.86, 3.37, -0.40], [1.50, -2.13, 0.15], [3.82, -2.67, -1.55], [3.91, -0.77, -1.44], [5.10, -2.40, 0.49], [3.37, -2.56, 1.26], [4.22, -0.85, 1.12], [-2.61, -1.03, -0.69], [-0.79, -3.46, 0.02], [-0.47, -1.99, 1.22], [-2.81, -2.08, 2.06], [-2.55, -3.98, 1.60], [-3.51, -2.81, 0.36]], "nbo_charge": [-0.65, -0.42, -0.45, -0.04, -0.26, 0.52, -0.52, -0.08, 0.17, -0.38, -0.45, -0.64, -0.02, -0.22, -0.06, -0.44, -0.63, 0.51, -0.52, 0.22, 0.23, 0.21, 0.22, 0.23, 0.23, 0.25, 0.26, 0.20, 0.24, 0.25, 0.22, 0.21, 0.21, 0.26, 0.24, 0.22, 0.22, 0.23, 0.22], "e_lumo_ev": -1.691, "max_force_ha_per_bohr": 0.1611, "multiplicity": 1, "smiles": "CCCC1=CC(=O)C([C@@H](F)CC)=C([C@@H](Cl)CC)C1=O", "orbital_gap_ev": 8.1}

{"formula": "C18H13NO4", "method": "ωB97M-V/def2-TZVPD", "elements": ["O", "C", "N", "C", "C", "C", "C", "O", "C", "C", "C", "C", "C", "C", "C", "O", "C", "C", "C", "C", "C", "C", "O", "H", "H", "H", "H", "H", "H", "H", "H", "H", "H", "H", "H", "H"], "coordinates": [[0.46, 1.15, -0.53], [0.91, 0.35, 0.26], [2.01, 0.54, 1.04], [2.86, 1.66, 1.10], [3.92, 1.62, 2.00], [4.79, 2.69, 2.11], [4.61, 3.81, 1.32], [5.44, 4.89, 1.39], [3.55, 3.85, 0.41], [2.68, 2.79, 0.30], [0.29, -0.99, 0.46], [0.72, -2.14, 1.10], [-0.30, -3.09, 0.91], [-1.27, -2.46, 0.16], [-2.56, -3.02, -0.27], [-2.90, -4.12, 0.13], [-3.43, -2.22, -1.16], [-2.94, -1.28, -2.07], [-3.82, -0.58, -2.88], [-5.19, -0.80, -2.78], [-5.68, -1.74, -1.89], [-4.80, -2.45, -1.09], [-0.90, -1.20, -0.10], [2.26, -0.21, 1.67], [4.06, 0.75, 2.62], [5.60, 2.64, 2.82], [6.12, 4.73, 2.05], [3.42, 4.73, -0.20], [1.86, 2.82, -0.40], [1.64, -2.30, 1.63], [-0.32, -4.10, 1.26], [-1.88, -1.10, -2.17], [-3.44, 0.14, -3.58], [-5.87, -0.25, -3.41], [-6.74, -1.92, -1.82], [-5.16, -3.19, -0.39]], "nbo_charge": [-0.58, 0.62, -0.60, 0.19, -0.23, -0.28, 0.29, -0.66, -0.24, -0.24, 0.19, -0.28, -0.23, 0.17, 0.51, -0.53, -0.19, -0.11, -0.24, -0.18, -0.22, -0.15, -0.35, 0.40, 0.20, 0.21, 0.48, 0.23, 0.26, 0.22, 0.25, 0.22, 0.22, 0.21, 0.22, 0.23], "e_lumo_ev": -0.417, "max_force_ha_per_bohr": 0.0317, "multiplicity": 1, "smiles": "O=C(Nc1ccc(O)cc1)c1ccc(C(=O)c2ccccc2)o1", "orbital_gap_ev": 7.7, "relative_energy_ev": 0.385}

{"formula": "C5H8N2", "method": "ωB97M-V/def2-TZVPD", "elements": ["C", "N", "C", "C", "C", "C", "N", "H", "H", "H", "H", "H", "H", "H", "H"], "coordinates": [[-2.81, -0.36, -0.17], [-1.46, 0.15, 0.24], [-0.46, -0.46, -0.60], [0.74, 0.10, -0.41], [2.74, -0.03, 0.43], [1.55, 1.00, 0.07], [-1.24, 0.98, 1.02], [-3.11, 0.06, -1.13], [-3.46, -0.01, 0.62], [-2.80, -1.44, -0.22], [-0.62, -1.16, -1.25], [3.61, 0.09, -0.24], [2.54, -1.16, 0.45], [3.04, 0.29, 1.38], [1.73, 2.03, -0.18]], "nbo_charge": [-0.47, -0.06, -0.29, 0.17, -0.61, -0.22, -0.27, 0.21, 0.23, 0.20, 0.21, 0.22, 0.24, 0.20, 0.24], "e_lumo_ev": 0.670, "max_force_ha_per_bohr": 0.1359, "multiplicity": 1, "orbital_gap_ev": 8.3, "relative_energy_ev": 6.493}